ORCA calculation (wB97M-V/def2-TZVPD) on a structure of composition C4H6Cl2S in a non-equilibrium geometry.

```
13
Properties=species:S:1:pos:R:3:forces:R:3
Cl -1.08823 -2.11948 1.22735 -0.2 -0.1 2.0
Cl -2.33849 -1.42232 -1.08491 0.5 1.1 -0.4
S 2.01284 1.42293 -0.54249 -2.9 3.0 3.0
C -0.74681 0.59844 0.34984 -0.4 0.9 -4.0
C 0.79454 0.33713 0.34065 0.1 0.4 3.1
C 0.50204 -0.87939 -0.39690 -0.1 0.4 -5.8
C -1.01953 -0.86495 0.00411 2.2 -1.9 -0.4
H 1.08722 0.02405 1.38087 0.1 1.0 -0.7
H -1.05817 1.10863 -0.73275 0.7 -0.7 3.1
H 1.26069 -1.67183 -0.58528 -1.1 0.0 0.8
H 1.29114 2.73443 0.22723 2.1 -2.9 -2.0
H 0.51567 -0.26115 -1.38874 -0.5 -2.1 0.4
H -1.21291 0.99350 1.20103 -0.7 0.9 1.0
```
Forces are in eV/Å.

- highest occupied orbital energy (eV) = -9.6407
- energy relative to the best compared isomer or geometry (same formula, charge and spin) (kcal per mole) = 63.9

Mulliken atomic charge list, values in e, 4 entries: -0.196, -0.184, -0.225, -0.563